# H15NO6

A cluster of 7 separate species, H15NO6 in total (the ωB97M-V functional and the def2-TZVPD basis, OMol25).

CARTESIAN COORDINATES (ANGSTROEM)
1 N 2.149 1.150 -0.644
2 H 3.031 1.632 -0.556
3 H 1.431 1.778 -0.987
4 H 2.253 0.498 -1.423
5 H -1.926 -1.995 4.024
6 H -1.198 -0.790 3.333
7 O -1.457 -1.711 3.238
8 H 0.589 -1.979 -0.699
9 H -0.004 -2.913 -1.696
10 O 0.210 -1.978 -1.602
11 H -1.061 0.693 -1.038
12 H -2.151 1.459 -0.399
13 O -1.194 1.504 -0.534
14 H 0.156 2.219 2.445
15 H -0.912 1.469 1.612
16 O -0.372 1.420 2.408
17 H -0.805 0.299 -4.167
18 H -0.965 -0.231 -2.778
19 O -1.487 0.020 -3.547
20 H 1.707 -0.406 0.567
21 H 0.615 -0.912 1.462
22 O 1.393 -1.225 0.981

## Properties
Energy above the lowest of the compared OMol25 structures with the same formula, charge and spin   15.8 kcal/mol
Net charge   0
Energy   -515.19425 a.u.
HOMO-LUMO gap   11.246 eV



# C21H56BrNNbO8

A structure of composition C21H56BrNNbO8 in a non-equilibrium geometry (the ωB97M-V functional and the def2-TZVPD basis, OMol25).

CARTESIAN COORDINATES (ANGSTROEM)
1 C -5.844 2.157 -3.404
2 O -4.923 2.898 -2.654
3 C -3.564 2.542 -2.868
4 Nb -2.534 2.491 -0.881
5 Br -1.449 2.241 1.502
6 O -3.173 4.417 -0.325
7 C -4.351 4.453 0.129
8 N -5.513 4.556 0.213
9 H -5.616 1.088 -3.375
10 H -6.831 2.316 -2.970
11 H -5.869 2.485 -4.449
12 H -3.090 3.305 -3.492
13 H -3.467 1.571 -3.356
14 H -1.019 3.179 -1.715
15 H -1.842 0.882 -1.275
16 H -4.078 1.694 -0.310
17 C 0.080 -2.448 2.128
18 C -0.075 -1.955 0.694
19 C 1.100 -1.081 0.275
20 O -1.296 -1.255 0.529
21 H 0.110 -1.596 2.812
22 H -0.766 -3.075 2.411
23 H 1.000 -3.024 2.256
24 H -0.147 -2.816 0.024
25 H 1.157 -0.192 0.910
26 H 0.974 -0.742 -0.753
27 H 2.047 -1.622 0.353
28 H -1.272 -0.458 1.078
29 C -1.921 -2.426 -6.092
30 C -1.718 -1.169 -5.257
31 C -0.890 -1.449 -4.013
32 O -2.976 -0.603 -4.901
33 H -2.455 -3.182 -5.509
34 H -2.515 -2.206 -6.979
35 H -0.966 -2.851 -6.408
36 H -1.224 -0.409 -5.864
37 H -1.405 -2.169 -3.371
38 H -0.749 -0.539 -3.430
39 H 0.089 -1.860 -4.268
40 H -3.433 -1.240 -4.341
41 C 1.119 1.255 4.845
42 C 2.236 1.824 3.983
43 C 2.623 3.231 4.414
44 O 1.860 1.807 2.611
45 H 0.221 1.871 4.750
46 H 0.863 0.247 4.520
47 H 1.407 1.223 5.898
48 H 3.112 1.173 4.048
49 H 1.766 3.902 4.312
50 H 3.425 3.616 3.783
51 H 2.953 3.252 5.454
52 H 1.077 2.366 2.513
53 C -6.404 -0.918 3.304
54 C -5.940 0.076 2.248
55 C -6.719 -0.067 0.949
56 O -4.549 -0.050 2.005
57 H -6.245 -1.942 2.953
58 H -5.835 -0.788 4.226
59 H -7.466 -0.795 3.529
60 H -6.064 1.092 2.626
61 H -6.566 -1.066 0.528
62 H -6.364 0.664 0.222
63 H -7.790 0.080 1.107
64 H -4.363 -0.925 1.648
65 C 4.903 0.918 -0.571
66 C 5.308 2.132 0.251
67 C 6.100 1.726 1.488
68 O 4.163 2.887 0.619
69 H 4.257 0.261 0.010
70 H 4.347 1.230 -1.456
71 H 5.773 0.341 -0.889
72 H 5.916 2.805 -0.359
73 H 5.486 1.085 2.127
74 H 6.383 2.605 2.067
75 H 7.005 1.176 1.221
76 H 3.609 2.317 1.170
77 C 5.388 -4.248 -1.491
78 C 5.755 -3.039 -0.644
79 C 6.562 -3.432 0.584
80 O 4.591 -2.312 -0.269
81 H 4.767 -4.938 -0.912
82 H 4.818 -3.941 -2.366
83 H 6.277 -4.786 -1.823
84 H 6.336 -2.339 -1.248
85 H 5.975 -4.098 1.223
86 H 6.820 -2.549 1.169
87 H 7.483 -3.949 0.307
88 H 4.038 -2.889 0.269

## Properties
Net charge   -1
Energy   -4121.28208 a.u.
HOMO-LUMO gap   7.517 eV



# C29H41BrFeIN3O7P2

A structure of composition C29H41BrFeIN3O7P2 (the ωB97M-V functional and the def2-TZVPD basis, OMol25).

CARTESIAN COORDINATES (ANGSTROEM)
1 Fe -0.998 0.261 1.298
2 C -0.401 -3.008 -6.085
3 C 0.850 -2.982 -5.196
4 C 2.019 -2.483 -6.046
5 C 1.173 -4.414 -4.750
6 C 0.599 -2.106 -3.977
7 C -0.442 -2.413 -3.109
8 C -0.667 -1.650 -1.990
9 Br -2.126 -2.041 -0.851
10 C 0.121 -0.517 -1.619
11 O -0.080 0.148 -0.548
12 C 1.139 -0.169 -2.557
13 C 1.353 -0.980 -3.664
14 C 2.051 1.060 -2.404
15 C 1.685 2.027 -1.272
16 C 3.491 0.586 -2.157
17 C 2.005 1.885 -3.703
18 H -0.231 -3.619 -6.976
19 H -0.664 -1.998 -6.401
20 H -1.257 -3.419 -5.553
21 H 2.158 -3.148 -6.901
22 H 2.949 -2.466 -5.478
23 H 1.841 -1.477 -6.428
24 H 1.325 -5.065 -5.615
25 H 0.367 -4.832 -4.148
26 H 2.078 -4.428 -4.142
27 H -1.096 -3.256 -3.295
28 H 2.162 -0.706 -4.325
29 H 1.751 1.578 -0.287
30 H 0.672 2.407 -1.380
31 H 2.381 2.870 -1.323
32 H 3.545 0.016 -1.230
33 H 4.161 1.444 -2.067
34 H 3.852 -0.047 -2.969
35 H 0.983 2.201 -3.915
36 H 2.369 1.330 -4.567
37 H 2.624 2.779 -3.595
38 N -2.499 -1.096 4.517
39 C -3.066 -2.038 3.479
40 C -3.989 -3.026 4.159
41 P -3.937 -0.941 2.299
42 O -5.000 -0.251 3.352
43 O -4.702 -1.730 1.308
44 O -2.916 0.105 2.020
45 P -1.454 -2.853 2.952
46 O -1.965 -4.191 2.198
47 O -0.911 -3.239 4.287
48 O -0.746 -1.967 2.000
49 H -3.234 -0.727 5.118
50 H -2.036 -0.316 4.014
51 H -1.780 -1.652 5.018
52 H -4.785 -2.509 4.703
53 H -3.434 -3.675 4.838
54 H -4.452 -3.639 3.391
55 H -5.866 -0.245 2.939
56 H -2.050 -3.996 1.252
57 I -2.527 1.590 -2.404
58 C -2.005 2.874 -0.842
59 C -1.923 4.234 -1.121
60 C -1.657 5.086 -0.058
61 C -1.501 4.567 1.226
62 C -1.583 3.194 1.395
63 N -1.812 2.361 0.360
64 H -2.059 4.591 -2.131
65 H -1.567 6.153 -0.235
66 H -1.294 5.196 2.081
67 H -1.396 2.703 2.341
68 C -0.190 2.898 4.798
69 C 1.143 2.454 4.264
70 C 2.302 2.933 4.838
71 C 3.569 2.539 4.418
72 C 3.629 1.591 3.391
73 C 2.508 1.074 2.791
74 C 2.619 0.008 1.744
75 C 1.169 1.512 3.160
76 N 0.110 1.066 2.553
77 H -0.117 3.196 5.848
78 H -0.914 2.083 4.697
79 H -0.612 3.750 4.255
80 H 2.212 3.643 5.661
81 H 4.467 2.935 4.877
82 H 4.601 1.235 3.050
83 H 3.638 -0.049 1.349
84 H 1.918 0.176 0.925
85 H 2.350 -0.973 2.148

## Properties
2S+1   5
Net charge   -2
Energy   -6639.03887 a.u.
HOMO-LUMO gap (alpha / beta)   3.671 / 3.881 eV
Expectation value of S²   6.017



# C7H12NO2

The ion C7H12NO2 with charge +1 in a non-equilibrium geometry (the ωB97M-V functional and the def2-TZVPD basis, OMol25).

CARTESIAN COORDINATES (ANGSTROEM)
1 C -0.529 -1.411 1.057
2 C 0.777 -1.454 0.604
3 C -1.540 -0.632 0.531
4 C 1.582 -0.584 -0.070
5 C 1.749 0.798 0.013
6 C 1.056 1.614 1.088
7 C -2.868 0.578 -1.227
8 N -1.641 -0.087 -0.709
9 O 2.515 -1.113 -0.897
10 O 2.708 1.425 -0.760
11 H -0.986 -2.060 1.798
12 H 1.278 -2.421 0.694
13 H -2.457 -0.619 1.186
14 H 0.640 2.605 0.872
15 H 1.786 1.724 1.901
16 H 0.286 0.936 1.553
17 H -2.551 1.345 -1.860
18 H -3.450 -0.076 -1.828
19 H -3.450 0.981 -0.413
20 H -0.809 -0.283 -1.245
21 H 2.657 -2.089 -0.976
22 H 3.246 0.823 -1.311

## Properties
Energy above the lowest of the compared OMol25 structures with the same formula, charge and spin   56.1 kcal/mol
Net charge   +1
Energy   -478.84303 a.u.
HOMO-LUMO gap (alpha / beta)   6.774 / 6.775 eV



# C5H40NO13

A cluster of 14 separate species, C5H40NO13 in total in a non-equilibrium geometry (the ωB97M-V functional and the def2-TZVPD basis, OMol25).

CARTESIAN COORDINATES (ANGSTROEM)
1 C -0.036 0.198 0.541
2 C -1.404 -0.315 0.038
3 C -1.706 -1.705 0.580
4 C -1.802 -1.894 2.110
5 C -3.126 -1.316 2.754
6 N 1.243 -0.556 0.187
7 H 0.146 0.495 1.635
8 H 0.192 1.184 0.167
9 H -2.188 0.328 0.502
10 H -1.539 -0.219 -1.056
11 H -2.741 -2.205 0.272
12 H -0.983 -2.360 0.164
13 H -1.694 -2.928 2.417
14 H -0.976 -1.320 2.596
15 H -3.246 -0.272 2.385
16 H -3.016 -1.351 3.891
17 H -3.968 -1.720 2.497
18 H 1.416 -0.819 -0.757
19 H 1.927 0.195 0.309
20 H 1.413 -1.284 0.830
21 H 1.314 -1.753 -2.682
22 H 2.357 -1.031 -3.602
23 O 2.278 -1.420 -2.783
24 H -2.189 -5.083 -0.288
25 H -2.990 -4.315 -1.323
26 O -2.502 -4.224 -0.461
27 H -1.470 1.051 -3.880
28 H -0.576 0.869 -5.050
29 O -0.672 0.580 -4.117
30 H -0.273 -3.289 -2.895
31 H -0.584 -1.826 -3.241
32 O 0.107 -2.529 -3.399
33 H 1.962 -2.918 3.089
34 H 3.375 -2.408 2.421
35 O 2.344 -2.292 2.503
36 H 1.801 2.641 -1.207
37 H 1.853 3.995 -0.744
38 O 1.697 3.515 -1.533
39 H -0.894 2.726 0.931
40 H -2.162 2.122 1.801
41 O -1.214 2.342 1.712
42 H 4.443 -0.115 -1.484
43 H 3.136 -0.442 -1.875
44 O 3.621 0.056 -1.193
45 H -1.048 1.275 4.228
46 H -0.166 1.601 3.077
47 O -0.263 0.967 3.777
48 H 1.640 2.145 1.648
49 H 2.828 2.296 0.775
50 O 1.913 2.597 0.825
51 H -1.415 3.641 -0.950
52 H -0.253 2.956 -1.710
53 O -1.029 2.794 -1.072
54 H -2.028 1.490 -1.997
55 H -3.371 0.752 -2.409
56 O -2.729 1.419 -2.732
57 H 2.635 0.223 3.446
58 H 1.584 1.284 3.829
59 O 2.134 1.003 3.073

## Properties
Energy above the lowest of the compared OMol25 structures with the same formula, charge and spin   104.9 kcal/mol
Net charge   +1
Energy   -1247.08287 a.u.
HOMO-LUMO gap   11.082 eV



# C8H12N2

The molecule C8H12N2 in a non-equilibrium geometry (the ωB97M-V functional and the def2-TZVPD basis, OMol25).

CARTESIAN COORDINATES (ANGSTROEM)
1 C -1.242 -0.675 0.657
2 C 2.189 -0.407 0.903
3 C 1.488 0.227 1.744
4 C -2.291 -0.147 0.093
5 C -3.655 -0.771 0.282
6 C -2.536 1.175 -0.524
7 C 3.644 0.489 -1.027
8 C 2.875 -0.602 -0.354
9 N -0.161 -1.248 0.512
10 N 0.919 -1.077 1.402
11 H 1.337 1.029 2.534
12 H -4.169 -0.042 0.974
13 H -3.617 -1.676 0.824
14 H -4.097 -0.946 -0.658
15 H -3.210 1.058 -1.425
16 H -1.577 1.697 -0.892
17 H -3.091 1.835 0.011
18 H 3.366 0.431 -2.157
19 H 4.803 0.531 -1.067
20 H 3.350 1.493 -0.662
21 H 3.544 -1.489 -0.164
22 H 2.131 -0.882 -1.007

## Properties
Energy above the lowest of the compared OMol25 structures with the same formula, charge and spin   179.0 kcal/mol
Net charge   0
Energy   -421.27497 a.u.
HOMO-LUMO gap   8.368 eV



Question: Look up the energy of the fifth one.
Answer: -1247.08287 a.u.



Question: Which of these has the lowest energy?
Answer: C29H41BrFeIN3O7P2